# 1
{
  "formula": "C44H38BF2N4O14S",
  "method": "wB97M-V/def2-TZVPD",
  "species": ["C", "C", "O", "C", "C", "C", "C", "C", "C", "N", "C", "O", "B", "F", "C", "C", "S", "C", "N", "N", "C", "O", "O", "C", "N", "F", "H", "H", "H", "H", "H", "H", "H", "H", "H", "H", "H", "H", "H", "H", "H", "H", "H", "H", "C", "C", "C", "O", "C", "C", "C", "O", "H", "H", "H", "H", "C", "C", "C", "O", "C", "C", "C", "O", "H", "H", "H", "H", "C", "C", "C", "O", "C", "C", "C", "O", "H", "H", "H", "H", "C", "C", "C", "O", "C", "C", "C", "O", "H", "H", "H", "H", "C", "C", "C", "O", "C", "C", "C", "O", "H", "H", "H", "H"],
  "xyz": [[-4.07, 3.85, -0.99], [-3.02, 4.21, -2.05], [-1.97, 4.98, -1.49], [-0.70, 4.36, -1.40], [-0.43, 3.55, -0.11], [-0.71, 2.06, -0.33], [0.20, 1.33, -1.08], [-0.02, 0.00, -1.30], [-1.15, -0.60, -0.77], [-2.04, 0.07, -0.05], [-1.82, 1.36, 0.16], [0.99, 3.67, 0.08], [1.23, 3.33, 1.49], [1.27, 1.91, 1.69], [2.64, 3.94, 2.02], [3.39, 3.09, 3.05], [4.49, 1.87, 2.26], [4.03, 0.36, 2.98], [4.83, -0.49, 3.56], [4.04, -1.58, 3.92], [2.85, -1.29, 3.54], [2.75, -0.10, 2.94], [0.00, 3.85, 2.16], [-0.92, 4.20, 1.24], [-1.06, 5.65, 1.20], [-2.19, 3.75, 1.61], [-3.92, 4.53, -0.15], [-3.93, 2.83, -0.64], [-5.08, 3.97, -1.37], [-2.63, 3.30, -2.52], [-3.48, 4.83, -2.83], [0.06, 5.15, -1.42], [-0.55, 3.71, -2.27], [1.09, 1.82, -1.46], [0.67, -0.59, -1.90], [-1.34, -1.66, -0.94], [-2.55, 1.88, 0.75], [2.52, 4.96, 2.40], [3.29, 4.03, 1.14], [4.05, 3.72, 3.65], [2.72, 2.58, 3.75], [1.99, -1.92, 3.70], [-0.31, 6.04, 0.65], [-1.94, 5.89, 0.76], [-3.84, -1.46, -2.89], [-4.65, -0.94, -3.80], [-5.24, -1.75, -4.89], [-5.97, -1.27, -5.73], [-4.89, -3.20, -4.92], [-4.08, -3.73, -4.01], [-3.49, -2.91, -2.92], [-2.76, -3.41, -2.10], [-3.40, -0.87, -2.09], [-4.92, 0.11, -3.80], [-5.33, -3.78, -5.73], [-3.81, -4.78, -4.01], [2.68, -3.92, 6.13], [3.21, -5.13, 6.03], [2.37, -6.35, 6.07], [2.86, -7.46, 5.98], [0.90, -6.17, 6.23], [0.37, -4.96, 6.33], [1.21, -3.73, 6.29], [0.71, -2.63, 6.37], [3.27, -3.01, 6.09], [4.28, -5.28, 5.91], [0.31, -7.08, 6.26], [-0.70, -4.80, 6.44], [4.43, -1.19, -0.35], [3.68, -0.74, -1.35], [3.33, -1.61, -2.50], [2.64, -1.21, -3.42], [3.83, -3.01, -2.48], [4.58, -3.46, -1.48], [4.94, -2.58, -0.34], [5.63, -3.00, 0.57], [4.70, -0.57, 0.50], [3.29, 0.27, -1.37], [3.56, -3.63, -3.33], [4.96, -4.47, -1.46], [4.31, -8.77, -5.36], [4.75, -7.82, -4.53], [4.45, -6.39, -4.78], [4.86, -5.52, -4.03], [3.65, -6.05, -5.98], [3.20, -7.00, -6.80], [3.50, -8.43, -6.56], [3.10, -9.29, -7.31], [4.51, -9.82, -5.20], [5.34, -8.04, -3.65], [3.44, -5.00, -6.14], [2.61, -6.78, -7.68], [-4.39, 7.38, 2.88], [-5.10, 7.90, 3.87], [-6.57, 8.09, 3.75], [-7.22, 8.57, 4.65], [-7.21, 7.66, 2.48], [-6.50, 7.14, 1.49], [-5.03, 6.96, 1.61], [-4.38, 6.48, 0.71], [-3.32, 7.22, 2.94], [-4.66, 8.22, 4.81], [-8.29, 7.80, 2.42], [-6.95, 6.82, 0.56]],
  "mulliken_charge": [-0.348, -0.342, -0.382, -1.831, 1.645, -0.579, -0.234, -0.140, -1.023, -0.833, -0.406, -0.836, 1.096, -0.330, -0.964, -0.577, -0.164, 0.309, -0.618, -0.211, -0.037, 0.034, -0.528, 0.639, -0.661, -0.410, -0.244, 0.129, 0.435, 0.239, 0.462, 0.429, 0.505, 0.523, 0.315, 0.694, 1.075, 0.259, 0.291, 0.517, 0.328, 0.475, 0.302, 0.193, -0.046, -0.487, 0.328, -0.557, -0.443, -0.402, 0.448, -0.522, 0.373, 0.462, 0.389, 0.411, -0.189, -0.353, 0.393, -0.562, -0.339, -0.425, 0.338, -0.545, 0.436, 0.426, 0.396, 0.413, -0.404, -0.013, 0.355, -0.598, -0.378, -0.396, 0.243, -0.557, 0.428, 0.432, 0.370, 0.444, -0.380, -0.340, 0.404, -0.490, -0.277, -0.386, 0.363, -0.548, 0.394, 0.422, 0.440, 0.401, -0.223, -0.418, 0.325, -0.569, -0.414, -0.417, 0.359, -0.427, 0.494, 0.413, 0.390, 0.421],
  "relative_energy_ev": 0.000,
  "homo_ev": -6.1998,
  "total_energy_ha": -3594.64821,
  "total_charge": -1
}

# 2
{
  "formula": "C44H38Cl2CsN3O6P2",
  "method": "wB97M-V/def2-TZVPD",
  "species": ["Cs", "C", "C", "P", "C", "C", "C", "C", "C", "C", "C", "C", "C", "C", "C", "C", "C", "P", "C", "C", "C", "C", "C", "C", "C", "C", "C", "C", "C", "C", "H", "H", "H", "H", "H", "H", "H", "H", "H", "H", "H", "H", "H", "H", "H", "H", "H", "H", "H", "H", "H", "H", "H", "H", "H", "H", "C", "C", "N", "C", "C", "N", "C", "O", "O", "C", "O", "O", "H", "H", "H", "H", "H", "Cl", "C", "C", "C", "Cl", "C", "C", "C", "C", "N", "C", "C", "O", "H", "H", "H", "H", "C", "C", "O", "H", "H", "H"],
  "xyz": [[0.08, 0.14, -2.13], [1.35, -1.52, 1.22], [-0.04, -0.88, 1.19], [-1.38, -2.15, 1.36], [-1.00, -2.64, 3.10], [-0.69, -3.98, 3.36], [-0.36, -4.40, 4.64], [-0.32, -3.50, 5.69], [-0.62, -2.16, 5.44], [-0.95, -1.74, 4.17], [-2.84, -1.06, 1.63], [-3.06, 0.02, 0.77], [-4.18, 0.82, 0.93], [-5.10, 0.55, 1.93], [-4.91, -0.55, 2.75], [-3.79, -1.35, 2.60], [2.42, -0.52, 1.68], [2.50, 0.97, 0.58], [3.70, 1.98, 1.56], [3.36, 2.37, 2.86], [4.17, 3.21, 3.60], [5.35, 3.70, 3.05], [5.70, 3.34, 1.76], [4.89, 2.49, 1.02], [3.60, 0.46, -0.78], [3.53, 1.24, -1.93], [4.28, 0.93, -3.05], [5.13, -0.16, -3.03], [5.23, -0.93, -1.88], [4.47, -0.63, -0.76], [1.59, -1.90, 0.23], [1.35, -2.37, 1.92], [-0.19, -0.36, 0.24], [-0.16, -0.16, 2.00], [-0.71, -4.69, 2.54], [-0.12, -5.45, 4.82], [-0.07, -3.82, 6.69], [-0.59, -1.45, 6.26], [-1.19, -0.70, 3.99], [-2.39, 0.22, -0.06], [-4.32, 1.66, 0.25], [-5.97, 1.19, 2.06], [-5.64, -0.78, 3.52], [-3.66, -2.21, 3.25], [3.40, -1.00, 1.76], [2.16, -0.16, 2.68], [2.42, 2.01, 3.28], [3.88, 3.50, 4.60], [5.98, 4.36, 3.63], [6.61, 3.72, 1.32], [5.18, 2.21, 0.02], [2.84, 2.07, -1.95], [4.19, 1.53, -3.95], [5.69, -0.44, -3.92], [5.87, -1.81, -1.87], [4.55, -1.26, 0.11], [-2.42, -4.35, -1.67], [-1.09, -4.13, -2.31], [-0.26, -3.15, -2.04], [0.81, -3.30, -2.88], [0.62, -4.42, -3.66], [-0.58, -4.94, -3.28], [1.43, -5.09, -4.70], [2.53, -4.48, -5.04], [1.03, -6.13, -5.19], [1.94, -2.33, -2.89], [2.87, -2.55, -3.74], [1.89, -1.38, -2.11], [-2.55, -3.60, -0.90], [-2.47, -5.35, -1.22], [-3.23, -4.25, -2.40], [-0.98, -5.75, -3.71], [2.62, -3.56, -4.50], [-3.83, 0.16, -4.34], [-3.95, 1.62, -3.38], [-5.00, 2.48, -3.59], [-5.10, 3.62, -2.82], [-6.52, 4.64, -3.03], [-4.13, 3.97, -1.86], [-4.27, 5.04, -0.93], [-3.41, 5.04, 0.19], [-2.30, 4.26, 0.24], [-1.92, 3.54, -0.93], [-3.01, 3.10, -1.76], [-2.96, 1.82, -2.37], [-2.11, 0.92, -2.05], [-5.75, 2.26, -4.34], [-5.13, 5.68, -0.97], [-3.67, 5.63, 1.06], [-1.70, 4.13, 1.13], [0.39, 4.06, -0.43], [-0.64, 3.40, -1.33], [-0.27, 2.79, -2.35], [1.34, 4.07, -0.96], [0.52, 3.51, 0.51], [0.08, 5.08, -0.19]],
  "mulliken_charge": [2.165, -0.006, 2.272, 0.315, -0.169, -0.077, -0.529, -0.365, -0.789, -0.144, 0.242, 0.023, -0.148, -0.781, -0.560, -0.605, -2.050, 0.755, 0.660, -0.596, -0.644, -0.446, -0.667, -0.528, 0.408, -0.266, -0.744, -0.534, -0.686, -0.071, -0.261, 0.673, -3.150, 0.506, 0.356, 0.380, 0.352, 0.374, 0.398, 0.100, 0.370, 0.410, 0.359, 0.407, 0.646, 0.647, 0.315, 0.374, 0.353, 0.388, 0.308, 0.282, 0.423, 0.344, 0.353, 0.188, -0.949, 0.066, 0.016, 0.632, -0.342, 0.026, 0.481, -0.634, -0.728, 0.236, -0.869, -0.180, -0.013, 0.330, 0.340, 0.214, 0.472, -0.317, 0.361, -0.661, 0.601, -0.351, 0.507, -1.603, -0.381, -0.605, 0.682, -0.269, -0.770, -0.670, 0.414, 0.288, 0.343, 0.384, -1.648, 0.961, -0.810, 0.318, 0.217, 0.584],
  "homo_ev": -0.0598,
  "total_energy_ha": -3938.56553,
  "total_charge": -2
}

In eV, the orbital gap values for the records above are, in order, 5.62 3.54.
In eV, the LUMO values for the records above are, in order, -0.577 3.483.